# 1
C22H19N5O6RbS2 | ωB97M-V/def2-TZVPD

The geometry in XYZ format:
```
55
Properties=species:S:1:pos:R:3:forces:R:3
Rb -0.74120 0.18432 -0.54782 0.180 -1.478 -0.563
C 0.49287 -4.38268 0.03727 -0.034 -0.204 -0.013
N 1.31486 -3.32756 -0.49852 0.024 0.227 0.192
C 1.89660 -3.58129 -1.79110 0.057 -0.103 -0.123
C 2.25129 -2.27233 -2.41997 -0.329 -0.240 0.121
N 1.45547 -1.24387 -2.42592 0.490 0.241 -0.229
C 2.17628 -0.25391 -3.11356 -0.116 -0.113 0.009
C 1.83653 1.06535 -3.40423 0.018 0.012 -0.009
C 2.75874 1.82001 -4.10442 -0.028 -0.018 0.031
C 3.99089 1.29123 -4.51117 0.006 0.105 -0.040
C 4.34553 -0.01239 -4.22725 -0.004 0.008 0.006
C 3.41406 -0.76445 -3.52288 0.136 0.065 -0.015
N 3.43649 -2.06601 -3.05791 -0.110 -0.065 0.009
C -0.45264 -3.79569 1.03421 0.106 0.013 -0.342
N -1.16759 -2.73392 0.80204 -0.139 -0.125 0.479
C -1.91579 -2.55803 1.97525 -0.046 -0.075 -0.149
C -2.86375 -1.59170 2.30069 -0.061 -0.003 0.035
C -3.46049 -1.67384 3.54332 0.034 0.002 -0.046
C -3.13465 -2.68981 4.45147 -0.074 0.066 0.072
C -2.20334 -3.66116 4.14539 0.008 0.023 -0.013
C -1.60938 -3.56994 2.89277 0.013 0.011 0.151
N -0.65842 -4.34914 2.26103 -0.008 -0.024 -0.136
H 1.10353 -5.15741 0.51791 0.017 0.053 -0.027
H -0.09563 -4.88999 -0.74875 -0.001 0.036 0.052
H 0.77102 -2.47010 -0.52951 0.090 -0.094 -0.060
H 1.20575 -4.12459 -2.46157 0.028 0.062 0.011
H 2.79759 -4.20156 -1.70299 -0.042 0.014 0.039
H 0.91021 1.50890 -3.06330 -0.042 -0.011 0.021
H 2.52240 2.85172 -4.32551 0.011 0.024 -0.016
H 4.68588 1.92338 -5.04949 -0.001 -0.002 -0.010
H 5.30304 -0.41212 -4.53418 0.008 -0.052 0.015
H 4.19276 -2.72478 -3.08716 0.044 0.067 -0.060
H -3.10060 -0.77742 1.63379 0.045 -0.006 -0.038
H -4.17711 -0.91575 3.82686 -0.018 0.003 0.028
H -3.61489 -2.70460 5.42181 -0.009 -0.006 -0.004
H -1.95006 -4.43900 4.85354 0.033 -0.035 -0.019
H -0.13530 -5.11851 2.63690 -0.065 0.006 0.072
O -1.76091 1.07633 1.75940 -0.271 0.185 0.345
S -0.59411 1.88761 2.09399 -0.144 0.417 -0.241
O -0.35032 2.02438 3.51434 -0.005 -0.045 -0.054
O 0.56622 1.47254 1.31584 0.455 0.265 0.294
C -0.99649 3.58374 1.51188 -0.035 -0.156 -0.015
C -0.91020 4.51826 2.53167 0.034 0.282 0.344
C -1.18466 5.86992 2.35653 -0.026 -0.092 -0.145
C -1.56879 6.31095 1.10853 0.029 -0.197 -0.023
C -1.65747 5.38819 0.07106 -0.080 0.432 -0.057
C -1.38158 4.03839 0.22526 0.066 -0.089 -0.107
S -1.55437 3.11731 -1.35716 0.181 0.115 0.448
O -1.98478 4.10281 -2.32509 -0.031 -0.035 0.000
O -0.22618 2.56256 -1.62951 0.138 0.460 -0.115
O -2.51196 2.05099 -1.10113 -0.543 0.271 -0.065
H -0.61740 4.17162 3.51204 0.002 -0.094 -0.041
H -1.09852 6.55262 3.19307 0.005 -0.011 0.012
H -1.79782 7.35272 0.92020 0.001 0.006 0.012
H -1.95160 5.73772 -0.90793 0.008 -0.100 -0.027
```
Forces are in eV/Å.

Summary:
* max |F|: 0.0310 hartree/bohr
* multiplicity: 1
* ΔE to the lowest compared entry with this formula, charge and spin: 1.3 kcal/mol
* HOMO-LUMO gap: 7.85 eV
* net charge: -1


# 2
C5H14 | ωB97M-V/def2-TZVPD

The geometry in XYZ format:
```
19
Properties=species:S:1:pos:R:3:forces:R:3
C 0.60556 0.98740 1.18353 0.847 -2.779 -0.330
C -0.55266 -0.06443 1.27939 1.293 -0.556 3.278
C 0.03535 2.25099 1.63938 -1.540 4.708 0.759
H 0.99377 0.95239 0.11933 -0.540 0.674 1.112
H 1.50031 0.66002 1.79880 -1.094 0.268 -0.475
H -1.42792 0.27489 0.76324 -0.447 -0.008 -0.365
H -0.24906 -1.08675 1.03079 -0.123 0.291 -0.510
H 0.65327 3.17147 1.72596 0.716 -0.858 -0.379
H -0.47229 2.38988 2.66257 0.513 -1.388 -1.331
H -0.80411 -0.18366 2.43086 0.159 0.470 -2.208
H -0.70606 2.66780 0.90499 0.194 -0.768 0.535
C 0.67897 -1.11856 -1.85428 2.815 -0.901 -1.590
C -0.61971 -1.83519 -2.01997 -0.839 -1.847 1.509
H 0.74623 -0.07579 -2.07045 -0.799 0.935 -0.477
H 1.20411 -1.13406 -0.87290 -0.690 -0.816 -0.483
H 1.38388 -1.57396 -2.65169 -0.622 0.655 1.438
H -1.33970 -1.50668 -1.27503 -0.242 0.058 0.079
H -1.13641 -1.82590 -2.96968 0.349 0.585 -0.489
H -0.49352 -2.94987 -1.82483 0.050 1.276 -0.075
```
Forces are in eV/Å.

Summary:
* max |F|: 0.0974 hartree/bohr
* multiplicity: 1
* ΔE to the lowest compared entry with this formula, charge and spin: 24.4 kcal/mol
* HOMO-LUMO gap: 12.27 eV


# 3
C23H26N5OY | ωB97M-V/def2-TZVPD

The geometry in XYZ format:
```
56
Properties=species:S:1:pos:R:3:forces:R:3
Y 0.40684 0.17236 0.17839 -0.786 -0.332 0.062
N -0.03482 -1.22183 -2.08530 0.055 0.103 0.632
C -0.22872 -0.50141 -3.32623 -0.094 0.022 -0.427
C -0.48790 -1.17868 -4.49270 0.098 0.190 0.379
C -0.68570 -0.49548 -5.69940 -0.027 0.290 -0.097
C -0.63186 0.87077 -5.72261 -0.003 -0.193 0.004
C -0.36078 1.59972 -4.54699 0.066 -0.172 0.380
C -0.27593 3.00675 -4.53875 0.099 0.033 0.379
C 0.03322 3.64650 -3.36703 -0.055 -0.027 -0.281
C 0.23314 2.88587 -2.21134 0.067 0.173 0.003
N 0.13495 1.57060 -2.15972 0.151 -0.164 1.022
C -0.14951 0.91050 -3.31821 -0.111 -0.263 -0.516
H 0.71800 -1.90162 -2.21810 -0.201 0.075 0.129
H -0.87239 -1.77981 -1.89920 0.280 0.042 0.059
H -0.53882 -2.25779 -4.47998 -0.003 -0.127 0.010
H -0.88132 -1.05584 -6.59918 -0.031 -0.026 -0.101
H -0.78741 1.41847 -6.63789 -0.023 0.035 -0.162
H -0.44357 3.55864 -5.45148 -0.006 0.053 -0.092
H 0.12884 4.71954 -3.31372 0.004 0.065 -0.012
H 0.49133 3.39271 -1.29253 -0.006 0.002 0.014
N -2.11385 5.77223 0.97839 -0.340 0.191 -0.045
C -1.06081 4.96991 1.13940 0.625 -0.625 0.072
C -1.08939 3.57757 0.85430 -0.246 0.143 -0.021
N -0.01108 2.82118 0.99751 0.336 -0.547 -0.232
C 1.11192 3.40965 1.44449 0.114 -0.213 -0.108
C 1.13587 4.77224 1.72227 0.066 -0.470 -0.046
N 0.07814 5.53137 1.56270 -0.413 0.384 -0.021
H -3.02523 5.42035 0.75019 -0.036 0.021 0.016
H -2.01902 6.73143 1.27315 -0.058 -0.025 -0.027
H -1.99705 3.10247 0.50313 -0.035 0.019 -0.020
H 1.99182 2.78881 1.56794 -0.002 0.067 0.101
H 2.03074 5.25976 2.08185 0.136 -0.050 0.011
C 0.28578 0.00715 2.57128 0.011 -0.143 -1.163
C 0.57555 -1.35001 3.12693 -0.022 0.342 0.122
C -0.40498 -2.06381 3.81231 0.219 -0.099 -0.102
C -0.10160 -3.27540 4.40862 -0.029 -0.003 -0.068
C 1.18523 -3.78250 4.33876 0.094 -0.178 -0.051
C 2.16624 -3.09170 3.64176 -0.017 -0.207 0.083
C 1.85923 -1.89118 3.03365 -0.214 0.209 -0.249
H 1.00146 0.72067 2.99414 -0.101 0.200 0.007
H -0.72328 0.32300 2.86326 0.100 0.181 0.070
H -1.40063 -1.65855 3.89712 -0.171 0.110 0.045
H -0.86937 -3.81746 4.93824 -0.071 -0.064 0.119
H 1.42590 -4.71535 4.82359 0.036 -0.092 0.070
H 3.16551 -3.49302 3.59091 0.167 -0.034 -0.023
H 2.61924 -1.34245 2.47853 0.116 0.005 0.162
C -1.34913 -4.34731 1.24276 -0.305 0.208 0.120
C -0.18853 -3.60647 0.68149 -0.009 -0.145 0.149
C 1.05595 -4.38536 0.40318 0.266 0.158 -0.003
O -0.27113 -2.40372 0.42168 0.367 0.939 -0.198
H -1.03419 -5.18399 1.85824 0.037 -0.008 0.038
H -1.94469 -4.75039 0.42154 0.050 -0.099 -0.179
H -1.99647 -3.67950 1.80398 0.006 0.053 0.042
H 1.01969 -5.37526 0.83896 -0.012 -0.109 0.041
H 1.93038 -3.86047 0.78845 -0.055 0.083 0.047
H 1.19421 -4.49384 -0.67271 -0.085 0.017 -0.143
```
Forces are in eV/Å.

Summary:
* max |F|: 0.0228 hartree/bohr
* multiplicity: 1
* HOMO-LUMO gap: 5.69 eV
* net charge: +2


# 4
C4H10NO2S | ωB97M-V/def2-TZVPD

The geometry in XYZ format:
```
18
Properties=species:S:1:pos:R:3:forces:R:3
O -1.76380 0.35102 0.97444 -1.604 1.115 1.218
C -0.90956 0.21549 0.13208 1.204 -2.665 0.777
N 0.39070 0.00124 0.54887 -1.628 1.233 -3.275
C 1.48717 -0.21869 -0.32894 1.562 0.509 -1.959
C 1.90438 -1.63043 -0.60685 0.904 -2.697 -3.590
S 3.64047 -1.64470 -1.39097 -0.443 0.294 0.526
C -1.34096 -0.09285 -1.28395 1.806 -2.418 -1.161
H 0.54551 -0.36748 1.42456 -0.247 -0.398 2.437
H 1.36708 0.29108 -1.34241 0.001 -0.439 1.486
H 2.39597 0.23399 0.09549 -0.275 0.149 -0.003
H 1.97394 -2.34220 0.21831 -0.430 0.433 0.280
H 1.42274 -2.22977 -1.55224 0.038 1.666 2.600
H -0.44126 -0.45855 -1.90692 -1.442 1.274 0.566
H -1.91338 0.71799 -1.65506 -0.218 0.817 -0.788
H -2.00516 -1.02023 -1.37124 0.683 1.297 0.966
H -2.12332 2.06490 2.42811 1.012 -0.952 0.542
H -2.65242 3.35032 2.53918 1.794 -0.528 2.034
O -1.97810 2.77888 3.07753 -2.719 1.310 -2.657
```
Forces are in eV/Å.

Summary:
* max |F|: 0.0891 hartree/bohr
* multiplicity: 1
* ΔE to the lowest compared entry with this formula, charge and spin: 51.3 kcal/mol
* HOMO-LUMO gap: 5.68 eV
* net charge: -1


# 5
C2H4N4 | ωB97M-V/def2-TZVPD

The geometry in XYZ format:
```
10
Properties=species:S:1:pos:R:3:forces:R:3
C 0.70367 1.09854 -0.10873 -4.005 1.803 1.463
C 0.69989 -1.02708 -0.02575 -0.812 -3.409 -1.050
H -2.00652 -0.41528 0.83224 2.824 1.349 -2.641
H -1.99416 0.09920 -0.91061 1.494 -0.186 2.509
H 0.23026 1.99390 0.40239 0.903 -0.774 -1.678
H 0.05794 -1.93144 0.04719 1.909 -0.265 -0.095
N -1.42248 0.12819 0.02184 -4.910 -1.081 -0.714
N -0.07473 -0.01827 -0.21702 -3.233 3.320 1.509
N 1.86820 0.68159 -0.00119 5.080 3.106 -0.045
N 1.93793 -0.60936 -0.04035 0.749 -3.864 0.743
```
Forces are in eV/Å.

Summary:
* max |F|: 0.1158 hartree/bohr
* multiplicity: 1
* ΔE to the lowest compared entry with this formula, charge and spin: 83.2 kcal/mol
* HOMO-LUMO gap: 9.60 eV


# 6
C16H17N3OS | ωB97M-V/def2-TZVPD

The geometry in XYZ format:
```
38
Properties=species:S:1:pos:R:3:forces:R:3
O -1.20663 -0.61564 -0.53250 -2.065 2.817 -0.799
C -2.33080 0.14785 -0.13815 2.952 1.276 -0.138
C -3.38909 -0.45332 0.64277 4.176 1.360 -3.606
C -4.34955 0.44915 0.94732 -3.097 0.625 1.587
C -4.37186 1.82174 0.44037 2.612 -1.980 2.052
C -3.16666 2.40442 -0.10895 -2.014 -0.010 -0.449
C -2.04531 1.70837 -0.48794 -7.773 -9.055 4.837
C -1.05887 2.01141 -1.28074 4.975 4.346 -2.666
N 0.00736 1.32882 -1.54760 -2.262 1.385 0.424
N 1.01125 1.93724 -2.10106 4.028 -6.645 1.009
C 2.25492 0.95577 -2.08643 -2.184 3.507 -2.619
N 2.02380 -0.33305 -1.93251 -7.725 4.365 0.834
H 0.93354 -0.28914 -1.66725 2.355 -1.262 -0.014
C 2.99074 -1.15989 -1.48070 3.202 2.464 -5.335
C 3.34511 -1.10873 -0.18302 4.874 3.404 9.273
C 2.25772 -1.07154 0.83673 0.818 -7.313 -3.777
C 1.58320 -2.26824 1.02374 2.783 -4.764 -0.145
C 0.53324 -2.45751 1.85389 -3.033 -7.090 0.092
C -0.24744 -1.53514 2.39064 6.691 7.378 -3.260
C 0.43734 -0.12565 2.15163 -0.192 -6.532 -2.613
C 1.53018 -0.10592 1.20294 -2.703 10.670 5.818
H 2.08660 0.95718 1.19781 -1.538 -1.885 -0.553
H -0.08462 0.66987 2.53252 -0.667 2.191 0.696
H -0.92521 -1.43928 3.06440 -4.642 -0.616 3.966
H 0.05138 -3.81767 2.00374 1.703 4.222 -0.470
H 2.04746 -3.33119 0.73972 -0.663 2.668 0.097
H 3.80899 0.06674 -0.01856 -0.354 -3.246 -0.289
H 4.08123 -1.96633 0.22743 -1.207 2.170 -1.467
H 2.72771 -2.02818 -1.78099 -1.449 -6.473 -1.992
H 3.83196 -0.80557 -2.15491 -0.107 -1.039 0.819
S 3.57426 1.61757 -2.70910 2.052 1.025 -0.070
H 1.13741 2.82015 -2.46515 0.116 2.395 -0.709
H -1.14312 3.15795 -1.40127 0.946 -1.332 -0.736
H -3.20817 3.44061 -0.41804 -0.123 0.339 0.253
H -5.06036 2.47821 0.91759 -0.712 0.426 -0.211
H -5.09162 -0.10527 1.70555 0.737 2.264 -1.889
H -3.33202 -1.54825 0.68619 -0.477 0.555 0.675
H -1.24405 -1.40755 -0.07008 -0.033 -2.608 1.377
```
Forces are in eV/Å.

Summary:
* max |F|: 0.2504 hartree/bohr
* multiplicity: 1
* ΔE to the lowest compared entry with this formula, charge and spin: 281.9 kcal/mol
* HOMO-LUMO gap: 7.39 eV